Entry from the Open Molecules 2025 dataset: a molecular structure, C24H29ClLuN4O6P3S in a non-equilibrium geometry (wB97M-V/def2-TZVPD).

Geometry as XYZ:
```
69
Properties=species:S:1:pos:R:3
Lu 0.734 -0.444 -0.782
N 3.810 0.571 -3.316
C 3.155 -0.766 -3.242
C 3.727 -1.760 -4.216
P 1.344 -0.401 -3.437
O 1.237 -0.128 -4.994
O 0.448 -1.476 -2.919
O 1.182 0.870 -2.623
P 3.266 -1.336 -1.472
O 4.847 -1.519 -1.394
O 2.445 -2.537 -1.183
O 2.831 -0.171 -0.601
H 3.987 0.854 -4.291
H 4.686 0.593 -2.775
H 3.114 1.228 -2.894
H 3.633 -1.409 -5.242
H 3.163 -2.686 -4.128
H 4.774 -1.974 -4.003
H 0.425 -0.418 -5.411
H 5.146 -2.191 -0.782
Cl 1.665 2.319 -0.199
C 0.544 3.423 0.531
C 0.817 4.773 0.639
C -0.123 5.598 1.239
C -1.316 5.074 1.710
C -1.571 3.715 1.616
C -0.633 2.866 1.034
P -0.821 1.047 0.921
C 0.334 0.490 2.256
C 1.214 1.324 2.940
C 2.021 0.810 3.940
C 1.968 -0.532 4.270
C 1.097 -1.372 3.593
C 0.286 -0.869 2.590
C -2.473 0.856 1.658
C -2.670 0.677 3.023
C -3.953 0.731 3.541
C -5.035 0.973 2.710
C -4.841 1.136 1.347
C -3.565 1.074 0.818
H 1.744 5.181 0.272
H 0.080 6.653 1.330
H -2.046 5.734 2.153
H -2.495 3.312 2.002
H 1.260 2.378 2.713
H 2.687 1.468 4.473
H 2.584 -0.922 5.065
H 1.033 -2.414 3.865
H -0.459 -1.507 2.127
H -1.825 0.511 3.673
H -4.101 0.601 4.601
H -6.028 1.039 3.126
H -5.684 1.327 0.702
H -3.400 1.223 -0.241
C -3.376 -1.341 -2.297
C -3.059 -2.817 -2.087
C -1.886 -3.014 -1.203
N -1.144 -2.065 -0.736
N -0.070 -2.500 -0.011
C -0.005 -3.813 0.065
N 0.928 -4.462 0.767
S -1.317 -4.608 -0.759
H -4.174 -1.240 -3.028
H -2.491 -0.819 -2.662
H -3.690 -0.890 -1.359
H -2.821 -3.282 -3.048
H -3.924 -3.343 -1.676
H 1.747 -3.938 1.035
H 1.033 -5.459 0.666
```

## Properties
lowest unoccupied orbital energy	-4.75	eV
charge	+2
highest occupied orbital energy	-13.79	eV
E	-128445.8228	eV
energy relative to the best compared isomer or geometry (same formula, charge and spin)	8.59	kcal per mole